[1]
Molecular formula: C46H42AsClF6N5O2P2V
Method: DFT, ωB97M-V/def2-TZVPD

Each line ends with the Löwdin charge.
Atoms and positions in Å:
H 4.890 -4.260 0.159  0.106
C 4.030 4.938 1.856  -0.079
H 4.162 2.407 -0.038  0.093
H -7.493 -5.388 -1.869  0.074
C 5.732 -3.115 -1.457  -0.076
H 4.232 3.019 2.796  0.110
C 3.135 0.622 4.405  -0.086
C 2.033 1.307 3.897  -0.275
C 4.847 -3.334 -0.405  -0.076
O 0.281 1.456 1.786  -0.299
N -1.929 -3.756 -1.666  -0.045
C -3.144 0.586 0.927  -0.127
C 2.349 2.627 -3.455  -0.040
As -0.696 -1.269 -4.546  0.690
H -4.592 4.570 1.203  0.083
H -6.412 -6.370 -0.881  0.081
H 3.548 6.765 0.834  0.106
H -0.309 -1.329 4.022  0.103
H -3.771 -5.522 -1.980  0.109
C 3.594 3.668 2.200  -0.094
C -5.564 -4.486 -1.519  -0.280
C 3.644 2.463 -0.992  -0.084
P 2.509 -0.020 -0.421  0.760
C -4.680 2.437 0.879  -0.263
C -5.161 1.941 -0.329  -0.033
C 1.170 1.553 6.140  -0.072
C 3.905 -2.369 -0.086  -0.090
N -2.073 -0.091 1.598  -0.030
H -5.947 2.479 -0.850  0.118
C -0.029 -4.837 -1.943  -0.040
V -1.195 -0.842 -1.125  0.868
H 2.365 0.685 7.706  0.106
H -7.128 -3.162 -0.884  0.115
F -0.688 -2.955 -4.264  -0.212
F 0.112 -1.045 -2.941  -0.316
H -6.229 3.924 1.118  0.075
P 1.719 1.588 2.143  0.724
H 5.007 5.283 2.174  0.106
C 3.256 0.401 5.774  -0.078
C 2.334 3.231 1.789  -0.296
C 4.732 -0.960 -1.864  -0.052
C -5.224 -2.198 -0.849  -0.012
H 2.686 -0.542 1.839  0.064
C -0.754 -1.019 3.089  -0.049
C -6.063 -3.273 -1.073  -0.042
N -3.023 -1.097 -0.843  -0.072
H 3.324 4.531 -3.655  0.107
Cl -2.143 1.828 -2.646  0.500
H 0.460 -1.980 1.458  0.104
H 4.502 4.369 -1.479  0.106
H 4.114 -0.137 6.162  0.106
C 1.944 5.342 0.707  -0.065
C 2.273 0.863 6.639  -0.079
H -5.249 3.666 2.565  0.075
H -4.980 0.457 -1.866  0.128
N -1.153 -0.788 0.892  -0.031
H 1.506 0.718 -2.978  0.088
H 6.465 -3.872 -1.713  0.106
H -3.206 2.129 2.410  0.123
H 0.709 -5.555 -2.267  0.104
H 3.201 -2.554 0.722  0.102
C 3.185 3.655 -3.030  -0.061
H -6.149 -6.253 -2.621  0.077
C -4.629 0.801 -0.901  -0.068
H 3.913 0.258 3.740  0.098
C -1.372 -4.853 -2.215  -0.067
H 6.357 -1.771 -3.011  0.109
C -6.452 -5.688 -1.736  -0.051
C 3.204 5.773 1.106  -0.081
C 0.171 -3.661 -1.222  -0.120
C -1.016 1.232 -1.322  -0.603
H 1.838 2.683 -4.409  0.118
O 1.185 -0.696 -0.588  -0.350
F -2.145 -1.179 -3.579  -0.256
F -0.600 0.405 -4.783  -0.240
C -0.358 -1.360 1.790  -0.127
C -3.341 -3.483 -1.499  -0.083
C -5.219 3.717 1.476  -0.049
H 1.091 -3.226 -0.859  0.095
C 1.504 4.067 1.046  -0.057
C 3.842 -1.171 -0.810  -0.255
H 4.686 -0.044 -2.440  0.107
H -5.658 -1.285 -0.474  0.100
C 2.788 1.439 -1.406  -0.286
C 1.047 1.772 4.775  -0.071
H 0.179 2.288 4.374  0.113
C -4.195 -4.564 -1.696  0.012
C 3.842 3.570 -1.806  -0.073
C -3.845 -2.234 -1.087  -0.159
H -1.260 1.822 -0.445  -0.014
F 0.837 -1.426 -5.270  -0.220
H -2.505 0.262 3.637  0.130
C -1.854 -0.212 2.919  -0.054
H 0.531 3.703 0.731  0.109
H 1.305 5.996 0.125  0.110
N -0.977 -3.008 -1.037  0.018
C -3.649 1.746 1.493  0.021
C 2.837 0.405 1.315  -0.291
C 5.674 -1.934 -2.184  -0.068
H 3.881 0.710 1.433  0.078
C -3.619 0.080 -0.279  -0.260
H -1.947 -5.541 -2.814  0.127
F -1.582 -1.473 -5.975  -0.206
H -0.016 1.521 -1.638  -0.035
H 0.403 1.912 6.817  0.106
C 2.153 1.515 -2.647  -0.070

Atoms 1-3, force components in eV/Å:
H -0.01 0.09 -0.05
C -0.03 -0.02 -0.03
H -0.08 0.01 -0.21

Summary:
* 2S+1: 3
* HOMO level (spin up / spin down): -7.27 / -7.35 eV
* LUMO (spin up / spin down): 0.00701 / 0.00706 hartree
* largest force on an atom: 1.779 eV/Å
* relative energy (zero: lowest compared OMol25 entry of this formula, charge and spin): 0.302 eV



[2]
Molecular formula: C46H42AsFN4O3STi
Method: DFT, ωB97M-V/def2-TZVPD

Each line ends with the Löwdin charge.
Atoms and positions in Å:
C -1.702 -4.309 -7.377  -0.137
C -1.711 2.619 3.019  -0.031
C -0.972 -2.173 1.193  -0.493
C 2.677 0.467 3.325  -0.018
H 1.360 0.795 6.416  0.115
H -0.721 -3.904 -7.148  0.144
H 2.846 -1.215 -4.150  0.103
H 3.297 6.596 -0.221  0.113
H 0.737 1.603 -6.609  0.107
Ti 0.204 0.008 0.100  0.787
C 2.010 4.101 -2.120  -0.072
C 1.071 4.068 0.102  -0.139
H -4.886 -5.347 -0.660  0.092
C 0.371 1.285 4.581  -0.010
H 1.827 1.985 0.833  0.083
C 2.167 -0.377 -4.248  -0.118
C -4.408 -5.933 -1.447  -0.050
C 2.693 5.738 -0.489  -0.060
C -1.500 -5.582 -8.178  -0.071
H 2.280 -0.327 -6.385  0.107
C -1.408 -2.766 -0.115  -0.012
H -4.373 1.999 -3.952  0.105
C -0.803 1.743 2.425  -0.189
C -1.602 2.791 -2.166  -0.361
H -2.091 -4.591 0.738  0.166
H -0.983 -0.991 -3.758  0.130
C -1.935 -4.024 -0.171  0.072
H -4.352 -4.477 -7.015  0.144
H -1.331 4.621 -1.069  0.101
C -2.168 -3.960 -4.944  -0.128
C -1.291 -2.014 -1.294  -0.234
N -2.846 -6.213 -8.459  0.068
H -2.665 0.982 -0.313  0.085
H 3.438 5.651 -2.500  0.113
H -2.227 -3.566 -7.992  0.140
C -2.388 1.420 0.635  -0.128
N 1.757 1.011 1.133  -0.006
H -0.548 1.555 5.084  0.116
As 0.066 1.998 -1.594  1.335
C -3.310 2.236 1.269  -0.067
H -3.532 5.531 -1.681  0.113
C -3.706 2.570 -3.318  -0.071
C -2.465 2.054 -2.973  -0.123
H -2.402 -6.607 -1.973  0.121
C 2.601 0.410 4.706  -0.057
F -1.521 -1.988 -6.078  0.088
H 1.775 5.585 1.447  0.114
O -1.605 -2.270 2.194  0.184
H -2.727 -7.076 -8.990  0.188
H -5.059 4.227 -3.123  0.110
H 3.439 0.037 5.280  0.114
C -3.743 -5.177 -6.422  -0.128
C -1.606 -2.662 -2.529  -0.029
S 2.069 -0.466 -1.516  0.667
H -3.639 3.550 2.936  0.113
H -4.282 -5.359 -5.496  0.134
H -4.581 -6.900 -7.458  0.143
C 1.841 5.171 0.450  -0.058
C -1.385 -2.000 -3.749  0.117
H 2.641 0.586 0.865  0.072
N -2.434 -4.614 -6.161  -0.087
H -4.286 2.403 0.830  0.112
C -2.951 2.869 2.450  -0.052
H 0.383 3.646 0.828  0.096
C -1.119 1.172 1.177  -0.205
C 0.449 1.792 -4.493  -0.106
H -3.039 -7.214 -6.626  0.142
H -1.448 3.115 3.945  0.115
H -0.926 -6.315 -7.615  0.144
C 0.983 1.210 -5.632  -0.079
C 2.774 5.206 -1.769  -0.056
O 0.213 -1.519 1.057  -0.124
H -3.392 -5.582 -9.051  0.185
H -1.017 -5.392 -9.134  0.144
C 0.422 1.351 3.188  -0.120
C -2.903 -5.969 -1.248  -0.163
C 0.773 1.293 -3.235  -0.413
N -2.295 -4.621 -1.312  -0.005
H -0.220 2.639 -4.582  0.111
H -4.805 -6.947 -1.401  0.091
C 1.154 3.535 -1.186  -0.363
C -1.992 4.040 -1.697  -0.083
O -0.911 -0.788 -1.285  -0.182
C -4.093 3.821 -2.851  -0.069
C 1.607 0.941 2.587  -0.225
C 1.441 0.834 5.336  -0.053
C -3.615 -6.481 -7.185  -0.076
H -4.686 -5.495 -2.407  0.067
H 3.579 0.146 2.815  0.122
C 1.846 0.126 -5.501  -0.078
H -2.735 -5.628 -3.767  0.116
C -2.110 -3.970 -2.524  -0.097
H 2.090 3.681 -3.114  0.102
H -2.662 -6.368 -0.267  0.127
H -2.168 1.079 -3.340  0.090
C -2.383 -4.606 -3.745  0.067
C 1.630 0.199 -3.096  -0.672
C -1.677 -2.635 -4.911  -0.177
C -3.235 4.554 -2.043  -0.062

Atoms 1-3, force components in eV/Å:
C -0.12 0.02 0.03
C -0.09 0.07 0.03
C 0.37 -0.07 -0.23

Summary:
* HOMO level: -11.60 eV
* total charge: +2
* LUMO: -0.19919 hartree
* largest force on an atom: 1.653 eV/Å
* relative energy (zero: lowest compared OMol25 entry of this formula, charge and spin): 0.326 eV



[3]
Molecular formula: C46H42BrN4P2S2Se3TeY
Method: DFT, ωB97M-V/def2-TZVPD

Each line ends with the Löwdin charge.
Atoms and positions in Å:
C -1.523 1.969 -4.725  -0.203
H -3.697 -2.903 -2.746  0.099
C 4.269 -4.152 -0.518  -0.749
H 0.952 -3.841 5.529  0.103
H 0.032 -3.982 -6.760  0.112
C 0.743 -1.879 -2.734  -0.157
H -3.616 2.241 6.155  0.100
C 0.301 -3.039 -4.852  -0.029
H -0.992 2.836 -5.120  0.122
C -1.569 0.661 3.958  -0.290
S -6.516 -0.858 2.324  0.795
H 5.196 -4.652 2.665  0.104
H -0.090 -0.791 4.497  0.061
H -0.891 -5.123 0.650  0.105
H -1.355 3.331 2.682  0.117
P -1.116 0.456 2.206  0.755
C -2.841 -4.759 -2.089  -0.102
H 5.774 -5.420 0.353  0.091
H -3.249 -5.336 -2.909  0.095
C 4.663 -4.264 1.806  -0.073
H 3.179 -1.626 -3.745  0.082
C -0.829 1.548 -3.509  -0.156
Se 3.712 0.053 -1.109  -0.136
C 0.133 -3.253 3.637  -0.118
H -3.852 -0.348 1.284  0.087
C 1.185 -2.367 -4.000  -0.239
H 3.381 -2.947 2.939  0.098
H -0.619 -0.729 6.900  0.103
C -2.405 4.133 1.002  -0.094
N 2.784 -3.990 -8.867  0.131
C -2.152 0.760 6.685  -0.087
H -5.662 -2.047 4.202  0.076
H -5.653 0.893 3.756  0.019
C -2.524 1.529 0.065  -0.118
C -2.012 -4.884 4.268  -0.087
C -5.307 -1.907 3.178  -0.496
C -1.995 -4.189 3.069  -0.117
Se 4.495 2.289 -1.171  -0.270
H -0.712 -3.220 -4.517  0.107
H -2.316 5.153 1.350  0.108
Se 0.928 3.348 -0.438  -0.231
C -1.524 -4.630 -0.080  -0.101
C -1.783 -3.264 0.038  -0.380
C 2.919 -2.574 -5.660  -0.027
C 2.504 -2.145 -4.414  -0.023
Y 0.985 0.483 -0.438  0.702
H -2.724 -1.590 -0.922  0.085
C -2.844 1.572 5.796  -0.088
C -3.093 -3.398 -1.995  -0.091
H -2.173 1.143 -6.612  0.072
C -2.556 -2.660 -0.952  -0.124
C 2.027 -3.231 -6.507  -0.248
H -3.121 2.137 3.756  0.097
C 0.122 -3.944 4.841  -0.085
H -7.256 1.252 3.112  0.028
H -3.858 -0.439 3.750  0.073
H -0.965 -5.303 6.097  0.097
C 2.452 -3.656 -7.817  -0.198
C -3.884 -1.368 3.186  -0.245
H -1.821 -6.427 -1.202  0.099
H -2.375 0.802 7.743  0.098
H -0.587 0.561 -6.084  0.082
C 3.653 -3.325 1.963  -0.055
C 0.526 0.154 1.899  -1.100
C -1.964 1.784 1.315  -0.316
N 3.317 -3.267 -0.401  0.047
H -7.089 0.115 4.463  0.035
C -0.926 -3.357 2.738  -0.340
C -1.586 0.833 -5.748  -0.088
H 2.227 -2.111 0.907  0.051
S 1.738 0.815 2.907  0.360
C 4.992 -4.698 0.534  -0.123
C 0.382 -1.396 -1.672  -0.193
H -3.585 -2.074 1.201  0.092
C -1.166 -0.096 6.214  -0.067
H 3.938 -2.404 -5.982  0.119
H -2.521 2.304 -4.438  0.111
N -1.878 -0.984 1.674  -0.369
C -2.046 -5.370 -1.129  -0.087
H -2.046 -0.053 -5.313  0.077
H -3.485 2.348 -1.666  0.098
P -0.791 -2.287 1.230  1.048
C 0.716 -3.467 -6.098  -0.041
H -2.822 -4.300 2.376  0.104
C -3.002 3.864 -0.223  -0.087
Br 4.674 -4.726 -2.300  0.689
C -3.045 2.563 -0.700  -0.087
H 0.965 -2.600 3.391  0.081
C -0.870 -0.137 4.860  -0.097
C -6.632 0.468 3.538  -0.414
C -1.874 3.104 1.759  -0.127
N -0.269 1.229 -2.565  0.123
C -0.952 -4.760 5.160  -0.094
C -3.335 -1.178 1.771  -0.259
Te 3.170 3.325 0.685  0.187
H -2.852 -5.523 4.510  0.099
C 3.015 -2.849 0.832  -0.160
H -3.247 -2.072 3.725  0.101
H -3.407 4.673 -0.817  0.102
H -5.358 -2.879 2.679  0.070
C -2.552 1.521 4.441  -0.111
H -2.552 0.514 -0.315  0.081

Atoms 1-3, force components in eV/Å:
C 0.08 -0.14 0.07
H 0.00 0.01 -0.01
C 0.05 -0.05 -0.06

Summary:
* 2S+1: 2
* HOMO level (spin up / spin down): -3.46 / -3.70 eV
* total charge: -1
* LUMO (spin up / spin down): 0.07059 / 0.06991 hartree
* largest force on an atom: 1.377 eV/Å
* relative energy (zero: lowest compared OMol25 entry of this formula, charge and spin): 2.454 eV